(1)
This record from the OMol25 dataset describes C3H4AuLiO4 as an isolated structure at a distorted geometry. The level of theory is ωB97M-V with the def2-TZVPD basis set.

```
! RIJCOSX wB97M-V def2-TZVPD def2/J DEFGRID3
* xyz 2 3
Au 2.558 -5.238 -0.211
O -1.017 -1.467 1.479
O 0.645 -1.504 0.024
O -0.653 0.374 0.416
O -0.048 1.418 -1.644
C 0.085 1.358 -0.272
C -0.320 -0.947 0.505
C -0.484 2.557 -0.874
Li 1.143 -3.287 0.413
H 0.150 3.443 -0.963
H -1.596 -0.740 1.856
H 1.099 1.322 0.129
H -1.562 2.711 -0.857
*
```

## Properties
⟨S²⟩: 2.007
E_tot (Ha): -560.09388

=====

(2)
This record from the OMol25 dataset describes C3H4AuO3 as an isolated structure at a distorted geometry. The level of theory is ωB97M-V with the def2-TZVPD basis set.

```
! RIJCOSX wB97M-V def2-TZVPD def2/J DEFGRID3
* xyz 3 3
Au -0.860 0.860 2.107
O 0.777 -1.741 0.186
O 0.391 -0.533 2.095
O -0.750 1.262 0.300
C -0.062 -0.717 -1.120
C 0.751 -0.761 0.965
C 0.241 0.477 -0.322
H -1.073 -0.703 -1.537
H 0.371 -1.344 -1.900
H 1.094 1.084 -0.642
H -0.879 2.117 -0.133
*
```

## Properties
⟨S²⟩: 2.014
E_tot (Ha): -476.32461
Energy relative to the best compared isomer or geometry (same formula, charge and spin) (kJ/mol): 278.8

=====

(3)
This record from the OMol25 dataset describes C3H4BaLiO3 as an isolated structure at a distorted geometry. The level of theory is ωB97M-V with the def2-TZVPD basis set.

```
! RIJCOSX wB97M-V def2-TZVPD def2/J DEFGRID3
* xyz 2 2
Ba -1.268 -3.502 -1.580
O 2.760 0.244 -0.015
O 2.652 1.922 1.577
O -0.049 -0.956 -0.781
C -0.492 0.007 -0.135
C -1.883 0.282 0.232
C 2.759 1.073 0.805
Li 1.902 -0.831 -1.429
H -1.906 1.257 0.746
H -2.539 0.185 -0.650
H -2.165 -0.445 1.011
H 0.228 0.764 0.218
*
```

## Properties
⟨S²⟩: 0.750
E_tot (Ha): -374.90260
Energy relative to the best compared isomer or geometry (same formula, charge and spin) (kJ/mol): 0.0

=====

(4)
This record from the OMol25 dataset describes C3H4BaO as an isolated structure at a distorted geometry. The level of theory is ωB97M-V with the def2-TZVPD basis set.

```
! RIJCOSX wB97M-V def2-TZVPD def2/J DEFGRID3
* xyz 1 2
Ba -1.332 -0.263 -3.660
O -1.255 0.144 -1.322
C -0.526 -0.047 0.359
C 0.809 0.617 0.674
C 0.579 -0.870 0.514
H -1.376 0.025 1.045
H 1.245 1.189 -0.157
H 0.951 1.050 1.674
H 0.906 -1.844 0.872
*
```

## Properties
⟨S²⟩: 0.763
E_tot (Ha): -217.04450
Energy relative to the best compared isomer or geometry (same formula, charge and spin) (kJ/mol): 179.8

=====

(5)
This record from the OMol25 dataset describes C3H4BaO3 as an isolated structure at a distorted geometry. The level of theory is ωB97M-V with the def2-TZVPD basis set.

```
! RIJCOSX wB97M-V def2-TZVPD def2/J DEFGRID3
* xyz 2 1
Ba 2.700 0.605 -1.073
O -1.246 2.431 0.672
O 1.099 -1.158 -0.125
O 0.968 2.298 0.019
C -0.182 -0.980 0.420
C -1.246 -0.672 -0.358
C -0.087 2.368 0.546
H -1.968 -1.477 -0.501
H 1.539 -1.930 0.257
H -0.267 -1.374 1.433
H -1.311 -0.111 -1.291
*
```

## Properties
E_tot (Ha): -367.28274
Energy relative to the best compared isomer or geometry (same formula, charge and spin) (kJ/mol): 206.9

=====

(6)
This record from the OMol25 dataset describes C3H4BeLiO4 as an isolated structure at a distorted geometry. The level of theory is ωB97M-V with the def2-TZVPD basis set.

```
! RIJCOSX wB97M-V def2-TZVPD def2/J DEFGRID3
* xyz 2 2
O -2.469 0.587 -0.020
O 1.724 0.822 0.093
O 1.536 -1.383 -0.068
O -0.253 -0.285 0.134
C -1.745 1.746 0.442
C -1.151 0.700 -0.376
C 1.059 -0.182 0.216
Be 2.566 1.729 0.101
Li 3.356 -2.126 -0.363
H -0.900 0.816 -1.430
H 0.698 -1.923 -0.322
H -1.552 1.772 1.515
H -2.022 2.687 -0.038
*
```

## Properties
⟨S²⟩: 0.750
E_tot (Ha): -439.19883
Energy relative to the best compared isomer or geometry (same formula, charge and spin) (kJ/mol): 217.1